Entry 1:
Below is a cluster of 2 separate species, C3H4F3NO3 in total, with properties calculated with the ωB97M-V functional and the def2-TZVPD basis.

The geometry in XYZ format:
```
14
Properties=species:S:1:pos:R:3:forces:R:3
F 0.7936 0.6782 2.4917 -0.5 -0.3 -0.1
N -1.0043 1.2962 0.3958 1.5 -0.9 -2.0
H 0.8271 1.2582 -1.6180 -0.1 -0.6 1.0
C 0.7184 -0.2870 1.5206 -0.2 1.2 1.5
C 1.0113 0.6079 -0.7360 3.5 -0.9 -2.0
H -1.0394 -2.5315 -1.7027 -0.4 2.6 -0.2
F 1.9945 -0.7230 1.4668 -0.7 -0.3 -1.0
C 0.2024 0.4401 0.2660 0.9 -0.3 1.5
O -1.1792 2.0817 -0.4897 0.1 1.2 -1.4
O -1.7447 1.1214 1.2805 -1.8 -0.9 3.1
H 2.0724 0.0243 -0.7347 -2.9 1.4 0.0
H -1.4873 -1.1711 -2.4987 0.5 -0.9 1.2
O -1.1214 -1.5153 -1.6394 -0.2 -1.7 -1.1
F -0.0434 -1.2802 1.9978 0.3 0.4 -0.6
```
Positions in Å, forces in eV/Å.

Calculated values
Frontier orbital gap = 10.936 eV
ΔE to the lowest compared entry with this formula, charge and spin = 94.9 kcal per mole
SMILES string = C=C([N+](=O)[O-])C(F)(F)F.O
E_HOMO = -0.4172 Ha
LUMO level = -0.42 eV
Molar mass = 159.06 g mol⁻¹

***

Entry 2:
Below is a cluster of 6 separate species, C8H28O10 in total, with properties calculated with the ωB97M-V functional and the def2-TZVPD basis.

The geometry in XYZ format:
```
46
Properties=species:S:1:pos:R:3:forces:R:3
C 0.1264 2.3391 1.8190 0.5 1.8 -1.6
H -2.8569 0.7614 -3.3983 0.4 0.1 0.7
H 2.5970 1.6514 -0.1358 0.1 0.2 0.0
H -0.6554 2.6821 -2.1791 -0.9 -0.1 0.1
H -0.5406 -2.3291 -2.2684 0.2 0.6 0.0
C -1.4581 -2.1869 2.9019 0.0 -1.9 1.1
H 0.7846 2.6014 -2.0598 1.2 -0.5 -0.1
H -0.3933 1.2077 3.5152 0.1 0.6 0.7
H -2.0156 -1.2705 4.4903 -1.2 0.8 0.7
H -1.9390 -1.3071 -3.8136 0.0 -0.2 -0.5
H -2.3382 -1.8101 2.4069 -0.2 0.8 -0.1
H 1.0323 2.7971 2.3516 -1.1 -0.5 -0.8
H 1.5323 -3.8076 -2.5881 0.2 -1.2 0.2
H 3.5672 -0.4524 0.6573 -0.6 0.2 -1.1
H -0.7417 -0.1641 1.6849 0.8 -0.9 0.1
C -1.3700 -0.7228 -3.0995 -0.4 -0.8 0.1
H -0.2391 -2.7296 1.2368 -0.2 -0.6 -0.6
C 3.0976 -0.4659 -0.3742 0.8 -0.5 -0.1
O 1.8507 1.0144 -1.9374 0.7 0.2 0.4
H -0.1559 3.2895 0.0303 0.3 -0.2 -0.5
H -2.2806 1.5541 1.5392 0.5 -0.9 0.6
O 0.0835 3.2153 -1.8863 -0.1 0.9 0.2
O 1.9473 -1.3140 -0.4224 0.2 1.1 0.6
H -1.3823 2.7468 3.3171 -0.2 0.3 0.3
O -0.5349 3.3004 0.9144 0.0 -0.4 2.0
H -3.0854 -0.2903 -1.9917 -0.3 -0.2 0.1
H 1.5694 0.1126 -2.0864 -0.3 -0.5 -0.1
H 0.4534 1.5512 1.0959 0.0 0.0 1.4
H 1.7934 -2.5273 -1.8053 0.8 1.0 3.0
C -0.8932 1.9110 2.8527 1.1 -2.2 -1.3
H -0.5016 -0.2760 -3.5936 0.0 0.1 0.1
H 3.8311 1.2555 -1.4008 -0.1 0.3 0.2
O -1.8118 0.9882 2.2115 -1.4 1.9 -0.9
O -1.7459 1.2213 -1.6996 0.9 -0.6 0.7
O 0.0642 -0.7686 1.6796 -0.3 1.4 -0.7
H -1.0834 0.7117 -1.1632 -0.8 0.7 -0.5
O -1.0405 -1.5410 -1.9944 0.6 -0.5 0.3
C -0.2237 -2.0825 2.0881 0.5 0.9 0.4
C -2.3364 0.2614 -2.5483 -0.8 0.8 -1.0
H 0.6288 -2.3289 2.7055 0.2 -0.6 0.3
H -1.6765 -3.2620 3.0414 0.1 0.1 -0.3
O 1.5255 -2.8694 -2.6105 -1.2 0.0 -3.3
H 1.3467 -0.9783 0.2725 -0.5 -0.3 0.0
C 2.8831 0.9723 -0.9352 -0.4 -0.9 0.0
O -1.2192 -1.6792 4.2198 0.8 -0.1 -1.0
H 3.8047 -0.9820 -1.0399 0.0 0.2 0.2
```
Positions in Å, forces in eV/Å.

Calculated values
Frontier orbital gap = 10.499 eV
ΔE to the lowest compared entry with this formula, charge and spin = 3.1 kcal per mole
SMILES string = OCCO.OCCO.OCCO.OCCO.O.O
E_HOMO = -0.3665 Ha
LUMO level = 0.53 eV
Molar mass = 284.30 g mol⁻¹

***

Entry 3:
Below is an isolated molecule of C2H2N4O2, with properties calculated with the ωB97M-V functional and the def2-TZVPD basis.

The geometry in XYZ format:
```
10
Properties=species:S:1:pos:R:3:forces:R:3
O -2.0289 -1.1323 0.1868 0.2 1.0 0.0
H 0.2159 1.9118 0.7074 1.9 -0.8 -1.0
O -1.7322 1.1358 -0.3448 4.6 -2.2 0.6
N 0.8683 -1.1646 -0.0895 1.6 2.2 -1.3
N 2.0763 -0.6426 -0.2599 -1.9 -0.4 1.3
C 0.8161 1.0356 0.2898 0.2 0.3 0.3
N 2.0797 0.6843 0.0391 -0.7 0.7 0.1
N 0.0947 -0.0671 0.1413 -2.3 -2.3 0.4
C -1.3733 -0.1557 0.0459 1.9 1.1 -0.6
H -2.6162 1.1110 -0.2748 -5.6 0.4 0.1
```
Positions in Å, forces in eV/Å.

Calculated values
Frontier orbital gap = 11.205 eV
ΔE to the lowest compared entry with this formula, charge and spin = 71.1 kcal per mole
SMILES string = O=C(O)n1cnnn1
E_HOMO = -0.4116 Ha
LUMO level = 0.00 eV
Molar mass = 114.06 g mol⁻¹

***

Entry 4:
Below is a cluster of 2 separate species, C2H8N2S2 in total, with properties calculated with the ωB97M-V functional and the def2-TZVPD basis.

The geometry in XYZ format:
```
14
Properties=species:S:1:pos:R:3:forces:R:3
S -0.1907 2.0189 -0.8708 1.0 0.5 0.3
H 0.3445 -0.3530 -1.8977 0.2 0.0 0.2
N -0.9495 -3.4961 0.7250 0.7 1.0 0.7
H -0.9036 -1.0169 2.8244 -0.1 0.1 -0.3
H 0.3874 -1.4280 1.8087 -0.1 -0.1 0.5
N -0.4698 -1.7289 2.2618 0.9 -0.3 -0.1
H 2.1320 2.6812 -1.6787 -0.2 -0.5 0.2
H 0.7969 3.6478 -2.2882 0.2 0.2 0.1
H -2.2009 -1.9442 1.1682 -0.6 -0.7 0.5
H 1.3560 3.8481 -0.6105 -0.1 0.2 0.2
C 1.1847 3.1390 -1.4087 -0.7 -0.1 -0.3
H 0.0426 -3.6193 0.9745 -0.1 -0.8 -0.1
C -1.2761 -2.4735 1.4094 -0.7 0.8 -1.2
S -0.2537 0.7249 -2.4174 -0.4 -0.3 -0.6
```
Positions in Å, forces in eV/Å.

Calculated values
Frontier orbital gap = 9.750 eV
ΔE to the lowest compared entry with this formula, charge and spin = 16.8 kcal per mole
SMILES string = [H]/N=C\N.CSS
E_HOMO = -0.3387 Ha
LUMO level = 0.53 eV
Molar mass = 124.23 g mol⁻¹

***

Entry 5:
Below is a cluster of 3 separate species, C5H15NO2 in total, with properties calculated with the ωB97M-V functional and the def2-TZVPD basis.

The geometry in XYZ format:
```
23
Properties=species:S:1:pos:R:3:forces:R:3
C -0.9537 -0.9630 0.2188 -0.4 0.6 3.2
H -0.0989 1.4005 -0.8234 0.2 0.8 0.2
H 0.5823 -2.1857 -0.5291 0.4 -0.3 0.5
H 2.8703 -0.2244 1.4513 -0.4 0.0 -0.2
H 1.3096 -0.8370 0.5006 -0.9 -0.3 0.7
H -0.1688 1.3040 1.5943 0.0 -0.1 -0.1
H 3.0182 0.0583 -0.3189 0.3 0.0 0.0
C 2.9348 0.5509 0.6677 0.8 0.0 0.3
C -1.0925 0.9911 -0.8831 -1.4 0.1 -1.2
O 1.8789 1.3843 0.5163 -0.3 0.2 0.2
C 0.5358 -1.1552 -0.1904 -0.8 -0.8 -2.4
H -1.8375 1.9471 1.5171 0.0 0.4 0.0
H -1.1345 0.2044 -1.6201 0.2 0.5 -0.6
H -1.4330 -1.4503 -0.7431 -0.9 -0.8 -3.1
H 3.8702 1.0806 0.8503 0.2 0.3 -0.3
H -2.1240 -1.9128 -2.9259 -0.2 -0.2 1.0
H -1.5307 0.4734 2.4027 0.0 -0.3 0.4
C -1.2341 1.0553 1.5490 -1.5 0.1 0.5
H -1.2553 -1.6044 1.0469 0.1 0.2 0.3
O -1.4957 -1.4660 -2.3209 0.8 0.1 1.0
H -1.8945 1.6684 -1.1564 0.2 0.7 0.1
H 0.6999 -0.6366 -1.1241 0.2 0.2 -0.1
N -1.4470 0.3170 0.3203 3.6 -1.6 -0.4
```
Positions in Å, forces in eV/Å.

Calculated values
Frontier orbital gap (alpha / beta) = 5.869 / 5.690 eV
ΔE to the lowest compared entry with this formula, charge and spin = 186.0 kcal per mole
E_HOMO (alpha / beta) = -0.5292 / -0.5227 Ha
LUMO level (alpha / beta) = -8.53 / -8.53 eV
Molar mass = 121.18 g mol⁻¹
2S+1 = 2
Charge = +1

***

Entry 6:
Below is a cluster of 4 separate species, C3H14NO3S in total, with properties calculated with the ωB97M-V functional and the def2-TZVPD basis.

The geometry in XYZ format:
```
22
Properties=species:S:1:pos:R:3:forces:R:3
O -1.6882 -2.2638 -0.0900 -0.1 -0.2 0.0
C 0.9032 1.8477 -1.9926 0.0 0.1 0.9
H 2.0780 1.5101 -4.2259 0.0 -0.4 0.1
H 3.5849 2.2564 -3.9152 0.6 -0.3 0.0
H 0.6624 0.9193 -2.5132 -0.2 0.2 -0.2
O -2.6837 -1.5912 6.3076 -0.6 0.2 -0.5
C 2.8576 1.5833 -3.4625 -0.6 1.0 0.0
H 3.2622 0.6079 -3.2091 0.1 -0.3 -0.2
H -1.7327 -1.7158 0.7033 0.1 0.1 -0.1
H -2.7238 -3.3606 3.4729 0.4 0.3 -0.5
O -3.0960 -3.6259 2.6181 -0.9 -0.6 -0.2
H -0.8900 -1.9016 -0.5245 -0.1 0.2 0.2
S 0.8867 -0.2808 -0.1578 -0.1 0.3 -0.1
H -2.5487 -3.4725 1.8360 0.4 0.3 0.7
H 0.1800 2.6496 -2.2099 0.2 -0.1 -0.5
H 2.8516 2.1009 -1.5013 0.0 -0.1 0.1
H -3.4998 -2.1006 6.0845 0.2 -0.2 0.4
H -0.1911 1.9878 -0.1227 0.1 -0.2 0.1
C 0.7360 1.5331 -0.4918 0.4 -1.0 -0.3
N 2.2795 2.2677 -2.3147 -0.4 0.1 -0.1
H 1.5906 1.9204 0.0599 -0.2 0.7 0.1
H -2.8189 -0.8715 5.6488 0.4 0.0 0.3
```
Positions in Å, forces in eV/Å.

Calculated values
Frontier orbital gap (alpha / beta) = 2.120 / 6.211 eV
ΔE to the lowest compared entry with this formula, charge and spin = 0.0 kcal per mole
E_HOMO (alpha / beta) = 0.1123 / -0.0382 Ha
LUMO level (alpha / beta) = 5.18 / 5.17 eV
Molar mass = 144.22 g mol⁻¹
2S+1 = 2
Charge = -2